No. 1
Here is a structure of composition C5H12O from OMol25. Energies are from ωB97M-V with the def2-TZVPD basis set.

Structure (XYZ):
```
18
Properties=species:S:1:pos:R:3:forces:R:3
C -1.2349 0.7876 -0.9324 -0.048 0.125 0.024
C -0.5733 -0.0866 0.1051 -0.450 0.664 0.733
C -1.4320 -1.2146 0.6062 -0.069 -0.072 0.100
C 0.3967 0.4315 0.9087 -0.865 0.332 0.572
C 2.1717 0.5859 -0.1607 0.715 0.022 -0.342
O 2.7185 -0.5188 -0.1166 0.244 0.391 -0.097
H -0.5554 1.5293 -1.3665 -0.084 -0.153 0.133
H -2.0137 1.3306 -0.3773 0.022 0.015 -0.328
H -1.7261 0.2433 -1.7531 0.245 -0.009 0.363
H 0.5667 -1.1271 -0.7241 0.489 -0.917 -0.622
H -2.2283 -0.6514 1.1199 -0.043 -0.462 -0.019
H -0.9188 -1.8190 1.3583 -0.047 0.039 -0.171
H -1.9099 -1.8622 -0.1423 0.333 0.278 0.035
H 0.4950 1.5041 0.9554 0.095 0.116 0.093
H 0.8055 -0.1659 1.7207 -0.225 0.252 0.032
H 2.5551 1.3992 0.4645 -0.078 0.022 0.076
H 1.5391 0.8926 -1.0180 0.461 -0.049 -0.088
H 1.3442 -1.2585 -0.6478 -0.696 -0.594 -0.492
```
Forces are in eV/Å.

The calculation puts the max |F| at 1.21 eV/A. The relative energy (zero: lowest compared OMol25 entry of this formula, charge and spin) is 4.521 eV.

=====

No. 2
Here is a cluster of 2 separate species, C5H12O in total from OMol25. Energies are from ωB97M-V with the def2-TZVPD basis set.

Structure (XYZ):
```
18
Properties=species:S:1:pos:R:3:forces:R:3
C -1.3438 1.4108 0.6765 0.227 -0.339 -0.668
C -0.8354 0.4472 -0.1144 0.098 1.424 -0.258
C -2.4691 1.1706 1.6612 0.049 -0.115 -0.170
C 1.6815 0.4388 -0.5797 0.314 -0.452 1.069
C 0.2999 0.7045 -1.1468 -0.194 -0.219 -0.330
H -0.9782 2.4400 0.5642 0.012 -0.381 0.146
H -1.3153 -0.5365 -0.0260 0.554 0.121 -0.255
H -3.0530 2.0861 1.8551 0.261 -0.395 -0.078
H -2.0757 0.7945 2.6206 -0.219 0.192 -0.270
H -3.1418 0.4083 1.2336 0.145 0.254 0.365
H 1.9352 1.2694 0.1002 0.111 -0.465 -0.090
H 2.4946 0.3264 -1.3165 -0.509 0.121 0.109
H 1.6110 -0.4902 0.0108 0.444 0.277 -0.070
H 0.1980 0.0491 -2.0331 -0.383 0.359 0.369
H 0.3829 1.7478 -1.5076 -0.908 -0.391 0.131
O 2.3338 -4.3318 -0.9574 -0.407 0.750 0.895
H 1.4038 -4.1755 -0.6763 1.021 -0.140 -0.273
H 2.8716 -3.7595 -0.3645 -0.617 -0.599 -0.622
```
Forces are in eV/Å.

The calculation puts the max |F| at 1.45 eV/A. As for the SMILES: C/C=C/CC.O. The relative energy (zero: lowest compared OMol25 entry of this formula, charge and spin) is 1.118 eV.

=====

No. 3
Here is a structure of composition C5H12O2 from OMol25. Energies are from ωB97M-V with the def2-TZVPD basis set.

Structure (XYZ):
```
19
Properties=species:S:1:pos:R:3:forces:R:3
C 2.2300 -0.0380 1.2199 0.060 -0.019 -0.020
C 0.7905 0.4740 1.2382 -0.079 0.024 0.045
C 0.1231 0.5292 -0.1332 -0.011 0.191 0.006
O 0.2175 -0.9284 -0.6985 -0.240 -0.171 0.055
C -1.2799 0.8524 -0.2790 0.361 0.326 0.020
C -1.1233 -0.9502 -1.9141 0.010 -0.183 -0.235
O -2.0364 0.4596 0.8690 -0.257 -0.115 -0.095
H 2.2788 -1.0837 0.8983 0.003 0.152 0.061
H 2.8430 0.5458 0.5225 -0.087 -0.077 0.100
H 2.6912 0.0365 2.2107 -0.085 -0.011 -0.134
H 0.1649 -0.1196 1.9156 0.103 0.060 -0.085
H 0.7651 1.4967 1.6342 -0.006 -0.135 -0.056
H 0.7334 1.0883 -0.8486 -0.095 -0.047 0.094
H -0.1889 -1.4626 0.0097 0.135 0.045 -0.142
H -1.4878 1.8853 -0.5844 0.024 -0.178 0.010
H -0.7526 -1.9388 -2.2048 -0.042 0.139 0.046
H -2.1738 -0.9773 -1.6509 0.170 0.025 0.050
H -0.8864 -0.1935 -2.6516 -0.065 -0.079 0.145
H -2.8934 0.1582 0.5485 0.100 0.054 0.134
```
Forces are in eV/Å.

The calculation puts the max |F| at 0.49 eV/A. The relative energy (zero: lowest compared OMol25 entry of this formula, charge and spin) is 5.799 eV.

=====

No. 4
Here is the molecule C5H12O2 from OMol25. Energies are from ωB97M-V with the def2-TZVPD basis set.

Structure (XYZ):
```
19
Properties=species:S:1:pos:R:3:forces:R:3
C -1.4028 2.0731 -0.1368 0.002 0.052 -0.030
C -1.0942 0.6141 0.1958 -0.029 -0.096 0.010
C 0.3885 0.2933 0.0447 -0.077 -0.081 -0.161
O 1.1605 1.0895 0.9505 -0.102 0.010 0.247
C 0.7492 -1.1919 0.2440 -0.326 0.009 -0.106
C 0.4339 -2.0528 -0.9715 -0.046 0.002 -0.032
O 2.1356 -1.2981 0.4795 0.156 0.148 0.119
H -0.7592 2.7433 0.4420 -0.133 -0.078 -0.086
H -1.2189 2.2758 -1.1978 -0.029 -0.031 0.141
H -2.4456 2.3252 0.0795 0.143 -0.059 -0.034
H -1.3901 0.3926 1.2340 0.057 0.010 -0.142
H -1.6888 -0.0574 -0.4361 0.128 0.076 0.053
H 0.7387 0.5961 -0.9506 -0.026 -0.034 0.102
H 0.7091 1.0799 1.8063 0.098 0.032 -0.094
H 0.1847 -1.5737 1.1176 0.129 0.073 -0.099
H 0.7975 -1.5704 -1.8863 -0.044 -0.060 0.137
H 0.9595 -3.0069 -0.8694 -0.131 0.113 0.010
H -0.6365 -2.2571 -1.0778 0.135 0.083 0.037
H 2.3789 -0.4746 0.9324 0.094 -0.170 -0.071
```
Forces are in eV/Å.

The calculation puts the max |F| at 0.34 eV/A. As for the SMILES: CC[C@@H](O)[C@@H](C)O. The relative energy (zero: lowest compared OMol25 entry of this formula, charge and spin) is 0.555 eV.